# 1
A 12-piece molecular cluster, C54H138N6O18 overall at a distorted geometry, computed with ωB97M-V with the def2-TZVPD basis set.

Each line ends with the Mulliken charge.
Positions of all 216 atoms, in Å:
H -3.35 4.99 -1.08  0.2970
C 2.28 -1.29 0.85  -0.5965
H 2.58 7.58 -1.09  0.2968
H -6.61 4.04 -7.64  0.3341
H 3.30 1.59 5.60  0.4154
H 2.41 3.72 -5.04  0.5766
H 4.64 0.70 -3.36  0.0769
H 2.98 -7.19 -0.20  0.3443
C -2.84 5.07 -6.76  -0.7500
H 0.57 -1.95 7.65  0.3326
H -6.27 -4.86 0.18  0.2857
H 3.68 -2.24 -5.74  0.2924
H -8.87 5.59 -8.72  0.3063
H 1.13 0.21 8.86  0.3724
C -0.55 1.13 3.47  0.2951
O -5.01 7.14 -1.28  -0.5832
C 1.40 6.44 -2.44  -1.0494
C -1.62 -6.66 -5.70  -0.7415
C 2.78 -8.21 1.74  0.3796
H -1.32 2.39 -4.29  0.4586
H -1.01 1.47 4.40  0.8219
H -1.29 -1.78 0.18  0.3230
H 3.23 0.52 4.26  0.1146
C -0.75 -6.66 3.39  -1.6627
H -2.52 -5.02 2.74  0.3142
H -2.67 -6.65 1.23  0.3144
H 6.78 -3.53 -3.16  0.3571
O 3.87 2.44 3.80  -0.4724
H -2.80 -1.19 0.90  0.3717
H 1.54 0.28 -1.19  -0.1760
C 3.81 -3.23 2.51  -0.6958
H 4.00 -6.53 2.34  0.4955
O 2.51 -3.46 2.03  0.1362
H 0.77 5.56 -2.56  -0.0514
C 2.57 2.94 -4.29  -1.0290
H -1.16 5.41 5.42  0.3184
H 7.47 -2.19 -4.07  0.4060
H 1.29 0.74 2.79  -0.5608
H 4.45 -2.65 1.84  0.1314
H 1.47 -3.79 4.55  -0.2979
H 2.36 -8.81 -0.24  0.3902
H 5.01 -1.79 -3.50  -0.4588
H -2.33 -0.10 3.13  0.7002
H -0.11 -6.37 -3.56  0.3842
H 5.01 3.76 -3.21  0.1766
H 0.25 -6.99 3.69  0.5921
H 2.80 -1.88 -3.67  -0.4068
O -7.64 5.64 -7.00  -0.2885
H 5.07 2.61 2.15  0.3557
H -0.76 3.83 -0.90  -0.3768
H 1.54 -1.76 2.86  -0.1661
C -2.80 4.01 -5.65  -0.5427
H -1.24 6.58 3.46  0.4379
O -1.20 4.53 5.03  -0.3941
C -3.68 -4.98 0.35  -0.7544
H -0.58 -7.19 6.07  0.2378
H -3.56 5.91 5.04  0.3778
N 0.87 0.87 3.71  1.1756
H -1.36 -1.77 5.46  0.2839
H 0.67 -0.07 1.16  -0.1204
H -3.53 5.97 -4.03  -0.0597
H -1.33 -3.86 6.93  0.3030
H -2.40 5.96 2.26  0.2211
C 1.88 0.79 -0.28  -1.2849
H -3.68 4.22 5.29  0.4223
O 0.57 1.99 8.13  -0.3742
O 1.69 -1.86 -5.40  -0.4137
O -1.75 4.33 -4.76  -0.2176
C -3.48 4.96 4.51  -1.7128
C 4.41 1.89 2.63  -0.8110
H 2.10 -9.66 2.94  0.3020
H -1.37 -7.44 2.94  0.5886
C -1.53 -7.16 5.53  -0.8384
H 1.23 7.01 0.71  0.2965
H -5.74 -3.44 1.15  0.2835
O -0.25 1.90 -0.28  -0.0931
C -1.54 3.34 -3.79  -0.3209
H 7.76 -2.35 -2.28  0.3838
C -6.48 5.13 -7.67  -0.6860
H -0.84 -7.42 -5.58  0.3077
C 1.57 1.96 4.39  -0.2614
C -0.45 -2.16 5.92  0.6099
H 0.38 -2.03 5.20  -0.6535
C -2.97 5.99 -1.33  -0.7550
C -3.89 6.83 -2.14  0.3809
H 0.79 -2.67 1.58  -0.4827
C -4.39 6.13 -3.38  -0.9447
H 2.30 -5.01 5.47  0.4536
H -1.72 -6.41 -6.75  0.2508
C -1.24 -0.13 2.98  -0.8397
H -1.12 -4.05 5.17  -0.0802
H -9.05 4.18 -7.63  0.3039
H 6.86 0.00 -2.26  0.2838
H -2.55 -7.07 -5.30  0.2806
H 2.21 6.30 -3.16  0.4127
H 3.83 -2.66 3.45  0.3094
H 1.35 2.53 0.86  0.2043
H -1.34 2.36 7.37  0.3269
O 0.93 6.66 -0.14  -0.4589
H -2.31 -6.94 6.26  0.2848
N -4.06 4.99 -7.57  -0.3476
H 6.01 2.62 -4.09  0.3740
H 2.10 -1.77 -0.13  -0.4445
C -1.00 3.09 -0.12  -0.0420
H -1.50 -3.70 -3.14  0.3527
H -9.60 5.80 -7.14  0.2426
H -0.74 5.34 2.36  0.1874
C 2.33 -7.88 0.32  -1.2658
H 3.21 -0.53 -5.84  -0.1102
C 5.25 -1.84 -1.39  -0.8982
H -0.37 3.80 7.71  0.1680
O 6.21 -0.26 -2.92  -0.5998
H -1.77 -6.16 -3.14  0.4694
H -6.42 5.53 -8.69  0.3811
H -2.05 4.94 -7.50  0.3096
N -0.19 -1.47 7.17  -0.4545
C -5.24 5.54 -6.88  0.0127
C -1.60 5.69 2.95  -1.1627
H 4.01 1.73 -5.30  0.1388
H 3.26 -7.28 3.67  0.3788
C 5.08 3.19 -4.13  -1.4564
C -2.10 4.63 3.92  1.1417
H -0.43 0.47 6.33  -0.5237
C -0.58 -5.49 2.43  1.1199
H 0.74 -5.41 4.71  -0.4391
H -2.02 5.84 -1.84  0.0353
C -0.94 -5.67 -3.67  -0.7578
H 3.79 5.46 -1.45  0.3483
C 1.31 -4.63 5.23  0.7282
H -4.27 4.07 -7.95  0.3020
H 3.70 -8.81 1.67  0.3917
H 2.86 -1.63 -7.14  0.3259
H 2.92 1.11 -0.42  0.3220
H -4.11 -5.59 -0.45  0.5202
H 0.82 7.27 -2.85  0.3887
H 0.87 -2.23 -2.18  0.0619
H -0.68 1.89 2.69  -0.9834
H 3.44 5.69 0.25  0.4652
O -1.30 -5.47 -5.01  -0.2988
H 4.23 -4.22 2.71  0.2057
C 1.79 -1.65 -4.00  0.6611
H 0.02 -5.81 1.58  0.1753
H 6.02 -2.00 -0.62  0.5143
H -1.70 -5.67 0.03  0.2870
H 5.14 3.86 -4.99  0.4403
H -3.75 3.95 -5.12  0.2918
H 1.24 0.01 6.49  0.1807
H -3.46 7.79 -2.44  0.2142
H -0.73 3.61 -3.11  -0.3120
H -5.08 6.62 -6.96  0.1881
H -1.69 -8.18 5.16  0.3568
H 1.70 -0.57 -3.84  -0.0085
H -5.72 7.53 -1.79  0.3213
H 1.76 2.22 -4.39  0.2226
N -1.85 -4.91 1.99  0.2800
H -0.23 -1.79 -3.58  0.3818
H -1.75 -2.32 1.77  0.2305
H 3.37 -1.25 0.87  0.1185
H 3.66 1.54 1.91  0.2284
C 3.06 -7.02 2.63  -0.7810
H 4.68 -0.95 -1.11  0.0652
H -2.73 6.43 -0.36  0.2939
N 1.68 0.01 0.93  1.6078
H -0.47 -4.51 -1.94  0.1524
H 1.40 2.80 -0.96  -0.1594
H 5.00 0.98 2.84  0.3791
C -0.62 -4.34 -3.00  -0.3903
H -6.62 -4.82 1.90  0.2309
C 2.97 5.51 -0.72  -0.9618
H -2.79 6.06 -6.29  0.3474
H 1.47 2.85 3.75  0.3316
H 0.43 -3.80 -4.63  0.3755
H -5.32 5.32 -5.82  -0.0113
H 4.51 -2.64 -1.42  0.3825
C 0.26 -0.09 6.96  0.6604
C 1.75 -2.26 1.91  0.8095
H -2.57 3.05 -6.13  0.4710
O -4.62 -5.10 1.41  -0.3022
H -2.04 2.82 -0.23  0.2989
C -2.42 -5.66 0.86  -0.5422
C 2.01 6.65 -1.07  0.4537
O 3.86 1.27 -3.29  -0.0578
H -0.73 3.54 0.84  0.0320
C -5.89 -4.53 1.15  -0.7443
C -8.82 5.25 -7.68  -0.7600
C 7.06 -2.47 -3.10  -1.6122
C 3.91 2.24 -4.34  0.8297
H -5.09 6.81 -3.87  0.4627
C -0.58 2.79 8.04  -0.7172
C -0.67 -3.65 6.09  0.0515
C -1.76 -1.45 1.11  -1.1663
O 1.75 -8.99 2.34  -0.5386
H 1.11 2.26 5.32  0.1425
O -1.06 -0.33 1.58  -0.4791
H 2.41 3.45 -3.33  -0.1509
C 0.67 -2.33 -3.25  -0.4525
C 2.88 -1.55 -6.06  -0.3131
O -1.53 -6.21 4.50  -0.4018
C 0.27 0.61 8.33  -0.8488
H -0.67 0.45 8.87  0.3807
H -1.07 2.83 9.03  0.4002
H 2.47 4.55 -0.77  0.0085
H 0.03 -4.74 2.95  -1.1007
C 5.82 -1.64 -2.78  1.1227
C 3.04 1.56 4.54  -0.6815
O 0.56 -4.31 6.39  -0.5122
H -0.88 -1.00 3.53  -0.1294
H -2.16 3.66 3.42  -0.1397
H -4.30 4.88 3.80  0.3745
H 1.31 -7.49 0.33  0.1614
C 1.14 2.13 -0.14  0.4140
N 0.55 -3.74 -3.63  -0.4052
H 2.25 -6.30 2.69  -0.1646
H -3.47 -3.95 0.05  0.2734
H -4.92 5.19 -3.22  0.3203
H -2.42 3.24 -3.14  0.3040

Energy above the lowest of the compared OMol25 structures with the same formula, charge and spin: 1.1996 eV
Lowest unoccupied orbital energy: 0.50 eV
E_HOMO: -8.20 eV
Frontier orbital gap: 8.7 eV
Maximum force: 1.7 eV/Å

---

# 2
A 2-piece molecular cluster, C5H14 overall at a distorted geometry, computed with ωB97M-V with the def2-TZVPD basis set.

Each line ends with the natural charge from an NBO analysis.
Positions of all 19 atoms, in Å:
C 2.33 -0.25 -0.26  -0.4075
H -2.32 0.29 -1.23  0.1986
H -3.54 -0.93 -1.02  0.1983
H 1.99 1.80 -0.78  0.2000
C 1.91 0.82 -1.26  -0.6072
H 2.68 0.03 1.93  0.2059
H -3.85 0.70 -0.50  0.2045
C 1.87 -0.13 1.22  -0.6157
H 3.42 -0.27 -0.20  0.1951
H 1.28 0.79 1.26  0.2041
H -1.71 0.24 1.00  0.2068
H -3.30 -0.23 1.56  0.2035
H 0.91 0.76 -1.67  0.2031
H 2.22 -1.26 -0.67  0.1990
C -3.07 -0.06 -0.53  -0.6070
H -2.24 -1.52 0.92  0.2106
C -2.51 -0.48 0.83  -0.6152
H 2.57 0.75 -2.12  0.2107
H 1.38 -1.05 1.53  0.2125

Energy above the lowest of the compared OMol25 structures with the same formula, charge and spin: 0.6375 eV
Lowest unoccupied orbital energy: 1.11 eV
E_HOMO: -10.84 eV
Frontier orbital gap: 11.9 eV
Maximum force: 2.1 eV/Å

---

# 3
C43H40CaN5PS2Si as an isolated structure at a distorted geometry, computed with ωB97M-V with the def2-TZVPD basis set.

Each line ends with the Mulliken charge.
Positions of all 93 atoms, in Å:
C 1.06 0.03 3.40  -0.3035
C 3.98 2.53 1.03  -0.6934
H -0.44 5.89 0.54  0.3777
C 1.89 2.24 -0.75  -0.4698
C 0.29 -2.54 1.39  -0.4906
C -2.58 0.31 2.09  0.1224
H -4.23 -2.80 -0.41  0.0884
H 0.66 0.69 6.69  0.3305
H 1.70 -0.97 5.17  0.4615
C 2.79 1.97 1.46  -0.2430
C 1.15 -3.26 2.19  -1.3233
N 0.69 -1.81 0.36  0.8820
C -4.04 1.22 -0.99  -0.8564
P 0.12 1.06 1.02  2.1193
H 2.71 1.63 2.48  0.2821
C 5.84 -3.55 1.17  -1.3001
C -4.49 2.37 -1.61  -0.6462
H -3.34 1.51 -6.53  0.3009
C -2.08 4.86 -0.35  -0.9033
C 1.17 -0.11 4.77  -0.7968
C 2.51 -3.26 1.87  -0.1559
H 3.21 -3.82 2.49  0.3778
H 0.77 -3.82 3.03  0.4367
C -0.94 2.53 0.69  1.0177
Si 4.66 -2.60 -0.03  0.4996
C 0.60 0.82 5.62  -0.6790
H 5.50 -4.56 1.37  0.3079
H 5.07 3.36 -0.62  0.3197
H -1.21 -5.46 -3.81  0.2539
C -3.44 0.42 -4.68  -0.6619
H -2.85 -5.26 -3.41  0.2282
C 3.08 2.80 -1.17  -0.5391
C 4.44 -3.70 -1.58  -1.0968
N -2.54 -3.47 -1.83  -1.4345
C -1.56 -4.03 -2.44  0.4695
H 5.34 -0.22 0.40  0.1963
N -2.71 0.10 0.68  2.5500
C 2.96 -2.54 0.79  0.2156
N -1.89 -5.23 -3.10  -0.5998
C 4.13 2.94 -0.29  -0.5737
S 0.10 -3.63 -2.54  -0.5253
C -0.35 3.77 0.87  -0.1397
C -2.73 3.62 -0.55  1.2303
C -3.88 3.58 -1.35  -0.8930
H -4.27 4.50 -1.76  0.3326
H -1.59 0.37 2.51  -0.5612
N -2.36 -2.34 -1.07  1.6875
C -0.72 0.78 -4.50  -0.6504
H -4.59 0.31 -1.14  0.3550
C 5.60 -0.97 -0.35  -0.9960
H -0.51 2.65 5.74  0.3902
H 5.95 -3.03 2.11  0.3137
H 5.31 -3.69 -2.24  0.3398
H -0.88 1.80 -6.39  0.3297
C -2.72 -0.07 -3.60  -0.1348
C -0.07 1.91 5.08  -0.6438
H 0.60 3.83 1.37  0.6145
H 6.67 -1.12 -0.32  0.3834
H -4.51 0.26 -4.74  0.3946
H -5.83 -0.01 2.94  0.3498
H 1.49 -0.70 2.74  0.6014
H -3.57 0.57 3.93  0.4606
H -3.26 -0.63 -2.85  0.1334
H -0.74 2.89 3.31  0.2997
H -0.77 -2.51 1.58  0.1628
C 0.36 1.10 2.85  -0.6379
C -3.41 -2.07 -0.35  -1.6726
C 1.73 1.83 0.57  0.1950
C -3.68 0.33 2.88  -0.8201
H -5.68 -1.54 0.97  0.4116
H 5.32 -0.55 -1.31  0.2995
S 2.54 -0.89 -1.27  -0.3742
C -1.42 1.28 -5.59  -0.4958
H 4.80 2.65 1.73  0.3907
H 6.83 -3.62 0.72  0.3419
C -2.20 2.43 0.04  -1.3041
H -5.37 2.33 -2.25  0.3627
C -2.97 1.23 -0.10  0.5922
Ca -0.52 -1.05 -1.54  0.8258
C -4.84 -0.91 1.25  -0.3174
C -0.19 2.05 3.71  -0.4520
H 1.07 2.10 -1.45  0.3905
C -1.34 0.10 -3.44  -0.1323
H 3.59 -3.35 -2.14  0.3017
H 3.20 3.10 -2.20  0.4089
C -2.79 1.12 -5.68  -0.4313
C -4.92 -0.12 2.37  -1.5106
C -3.65 -0.99 0.51  0.1104
H -2.50 5.74 -0.83  0.3641
C -0.93 4.94 0.38  -1.1996
H 0.36 0.92 -4.49  0.2895
H 4.25 -4.74 -1.31  0.2848
C 2.00 -1.81 0.04  -0.1267

Energy above the lowest of the compared OMol25 structures with the same formula, charge and spin: 0.0000 eV
Lowest unoccupied orbital energy: 4.24 eV
Total charge: -2
E_HOMO: -0.90 eV
Frontier orbital gap: 5.1 eV
Maximum force: 1.5 eV/Å

---

# 4
A 2-piece molecular cluster, C6H10OS2 overall at a distorted geometry, computed with ωB97M-V with the def2-TZVPD basis set.

Each line ends with the natural charge from an NBO analysis.
Positions of all 19 atoms, in Å:
H -0.98 1.36 0.83  0.2157
H -1.91 -0.26 2.07  0.2152
H -0.93 -0.68 -1.49  0.1800
C 2.35 -1.97 -0.93  -0.1834
O 1.50 0.29 1.64  -0.6697
C -1.61 -0.72 1.15  -0.6090
H -2.33 -1.34 0.73  0.2052
S -3.24 1.15 -0.22  -0.0639
H 3.03 1.40 -1.49  0.1629
H 2.12 0.85 2.06  0.4781
H -0.54 1.27 -1.54  0.1948
H -0.70 -1.07 1.06  0.2116
H -3.29 0.78 -1.51  0.1249
C -0.76 0.32 -1.03  -0.3118
C -1.55 0.49 0.21  -0.3661
H 2.16 -2.93 -1.29  0.2294
C 2.19 -0.98 -0.28  -0.1363
S 2.46 1.83 -0.32  0.0172
C 2.03 0.24 0.35  0.1050

Energy above the lowest of the compared OMol25 structures with the same formula, charge and spin: 5.7658 eV
Lowest unoccupied orbital energy (alpha / beta): -0.36 / 0.16 eV
E_HOMO (alpha / beta): -7.99 / -7.42 eV
Frontier orbital gap (alpha / beta): 7.6 / 7.6 eV
Maximum force: 5.2 eV/Å